145
Properties=species:S:1:pos:R:3 method="wB97M-V/def2-TZVPD" lumo_energy_ev=1.7 fmax_ev_per_a=6.271 energy_ev=-164312.16543 charge=-1
As 0.34919 -0.31784 -1.38657
F -0.81199 1.08620 -1.47499
F 0.64613 -0.18691 -3.15490
F 1.47025 -1.75310 -1.27683
F -0.03851 -0.52440 0.35307
F -0.99968 -1.40800 -1.74006
F 1.64512 0.84711 -0.97900
C -4.51468 -15.09703 0.29141
C -3.71478 -13.99836 1.12724
O -3.81391 -12.73150 0.52630
C -3.10144 -11.78518 0.86310
O -2.34395 -11.80885 1.82632
O -3.31551 -10.74471 0.07375
C -2.52202 -9.53521 0.29951
H -4.52727 -16.05361 0.81382
H -4.08350 -15.18756 -0.70558
H -5.54497 -14.75055 0.21040
H -2.67373 -14.30551 1.02738
H -3.86401 -14.02390 2.20668
H -1.46178 -9.78798 0.28978
H -2.63118 -9.11892 1.30096
H -2.71401 -8.83999 -0.51774
C 1.60506 2.70013 -10.68349
C 0.11624 2.51935 -11.20394
O 0.15766 2.68940 -12.62437
C -0.12874 3.88944 -13.18973
O -0.21405 4.98742 -12.59852
O -0.38323 3.71436 -14.47056
C -0.66084 4.81901 -15.29992
H 2.05282 3.62409 -11.04942
H 2.21808 1.81877 -10.87197
H 1.59029 2.75761 -9.59511
H -0.50728 3.25661 -10.69819
H -0.23765 1.49991 -11.05033
H -0.29042 4.57168 -16.29476
H -0.31084 5.77780 -14.91741
H -1.73516 4.85131 -15.48130
C -8.16226 -4.74717 -4.64117
C -7.36446 -4.34261 -3.38020
O -8.08757 -3.21637 -2.96215
C -7.92199 -1.93252 -3.36987
O -8.79655 -1.07580 -3.23924
O -6.80207 -1.78826 -4.18559
C -6.40267 -0.51321 -4.69775
H -8.09923 -4.01312 -5.44448
H -9.22522 -4.89598 -4.45127
H -7.66055 -5.61485 -5.06954
H -6.34596 -4.18654 -3.73571
H -7.30616 -5.07608 -2.57600
H -7.11247 -0.19272 -5.46036
H -5.40896 -0.59073 -5.13892
H -6.45560 0.23305 -3.90503
C -3.69972 2.86399 4.83397
C -4.20451 2.11097 6.07209
O -5.63700 2.19556 6.25773
C -6.15601 1.96545 7.49596
O -5.53182 1.74144 8.51905
O -7.50503 2.10675 7.38567
C -8.27376 2.16573 8.59401
H -2.70509 2.53179 4.53658
H -3.64837 3.92864 5.06198
H -4.43411 2.81590 4.02995
H -3.71084 2.49340 6.96547
H -3.95806 1.05609 5.95130
H -7.88555 2.86038 9.33889
H -8.21907 1.16997 9.03397
H -9.32530 2.40693 8.43853
C 5.51905 6.40425 1.35109
C 6.87433 7.04366 1.84294
O 6.92087 8.43073 1.76827
C 7.06989 9.07555 0.53071
O 7.27357 8.51269 -0.55823
O 6.90601 10.37651 0.70683
C 6.59796 11.20815 -0.34328
H 4.67189 6.75340 1.94144
H 5.72437 5.33893 1.45622
H 5.27999 6.57426 0.30130
H 7.66557 6.61874 1.22531
H 7.01010 6.89812 2.91462
H 7.46122 11.63602 -0.85300
H 5.99220 12.04397 0.00679
H 5.98088 10.69516 -1.08094
C -0.85026 7.63846 -3.47765
C 0.54302 8.27156 -3.26284
O 0.53847 9.64713 -2.89034
C 0.51450 10.00710 -1.61375
O 0.46503 9.23805 -0.66237
O 0.61358 11.29425 -1.52427
C 0.65303 11.95760 -0.27001
H -0.66631 6.61285 -3.79760
H -1.38297 8.14958 -4.27957
H -1.49358 7.64031 -2.59774
H 1.11103 8.25615 -4.19301
H 1.15610 7.62014 -2.64004
H 0.86472 13.00413 -0.48923
H 1.48841 11.64628 0.35715
H -0.29360 11.86751 0.26279
C 1.58256 -3.31854 6.97964
O 3.01495 -3.37567 7.01240
C 3.66943 -2.62479 5.98409
C 3.55424 -1.11331 6.17022
N 4.01865 -0.70926 7.54161
C 3.98011 0.74603 7.83251
C 4.46932 1.09789 9.25186
O 5.83840 0.69010 9.41774
C 6.24203 0.78883 10.77524
H 1.37624 -3.80994 7.93046
H 1.23041 -3.91132 6.13541
H 1.22789 -2.29082 7.05773
H 3.26043 -2.91825 5.01729
H 4.74283 -2.81417 5.99032
H 2.56090 -0.75073 5.90580
H 4.31238 -0.72847 5.48815
H 3.50319 -1.07896 8.32756
H 2.94350 1.04914 7.68533
H 4.63401 1.32035 7.17627
H 3.80057 0.53596 9.90385
H 4.21791 2.14155 9.44070
H 7.22063 0.31005 10.81007
H 5.55810 0.41303 11.53622
H 6.35104 1.84139 11.03665
C 7.45549 -1.03635 -0.43760
O 7.20780 0.18325 -1.11775
H 8.47553 -1.22486 -0.10281
H 6.85656 -1.12601 0.46868
H 7.07939 -1.85787 -1.04731
H 6.30291 0.45374 -0.94570
C -5.32410 -2.35159 2.32303
O -4.03876 -2.77638 2.79934
H -5.98784 -3.14220 1.97303
H -5.85718 -1.69230 3.00806
H -5.17624 -1.72623 1.44260
H -3.32983 -2.25739 2.41245
C 1.04232 -6.76156 -4.95260
O 1.19415 -8.05990 -4.53774
H 0.56036 -6.08467 -4.24717
H 2.06240 -6.42189 -5.13192
H 0.45718 -6.77477 -5.87213
H 0.33164 -8.42227 -4.75308
C 4.95730 -7.54959 -0.17664
O 4.18488 -8.72354 -0.12488
H 5.86794 -7.82566 -0.70826
H 4.49342 -6.80349 -0.82181
H 5.31118 -7.11337 0.75748
H 3.69484 -8.76761 -0.94921

***

128
Properties=species:S:1:pos:R:3 method="wB97M-V/def2-TZVPD" lumo_energy_ev=0.3 fmax_ev_per_a=11.750 energy_ev=-167719.19850 relative_energy_ev=5.442
C 16.40200 27.11700 21.22300
C 15.78200 26.00100 22.20300
N 16.51600 25.88700 23.51400
C 16.57500 27.07400 24.31100
C 15.51600 28.06100 24.38800
C 16.12500 24.80700 24.33500
C 16.98800 24.50100 25.51500
H 15.87500 26.86800 20.23500
H 17.48800 26.86700 21.19000
H 16.16300 28.10300 21.55600
H 15.67300 25.19200 21.62900
H 14.75100 26.33200 22.45900
H 17.32900 27.51600 23.69200
H 17.43000 27.05300 25.03700
H 14.54500 27.98900 23.61900
H 16.08200 29.07600 24.51300
H 15.16200 28.01100 25.55100
H 15.96500 23.75600 23.77000
H 15.07200 25.04300 24.80200
H 16.57500 23.73400 25.87300
H 16.82900 25.06600 26.54100
H 18.23900 24.61800 25.42000
C 22.31600 24.77000 29.09400
C 21.44300 23.70900 29.82000
N 20.06100 23.63300 29.24000
C 19.70200 23.28100 28.01500
C 20.49900 22.34900 27.46700
C 19.31300 22.80900 30.20400
C 17.88400 23.30600 30.39500
H 21.87800 25.75500 29.27800
H 22.37200 24.50300 27.97700
H 23.38300 24.76400 29.51600
H 21.37400 24.03800 30.97300
H 21.98400 22.76100 29.69000
H 19.97300 24.05900 27.41300
H 18.65700 23.29100 27.82900
H 21.50500 22.15200 27.84000
H 20.67400 22.54500 26.32900
H 20.15300 21.37400 27.53800
H 19.68000 23.06000 31.22000
H 19.41500 21.75200 30.00400
H 17.28500 23.29700 29.56900
H 17.96300 24.22200 30.61300
H 17.44700 23.04500 31.26000
C 20.14600 26.54600 32.00600
C 20.60100 26.81300 33.49800
N 19.59700 26.26100 34.50500
C 19.48100 24.83200 34.58300
C 20.52000 23.88800 34.54300
C 20.00100 26.84700 35.73000
C 19.02800 26.81200 36.73000
H 19.79500 25.60000 31.84200
H 20.95400 26.57500 31.42600
H 19.53200 27.18600 31.71700
H 20.64300 27.83500 33.48600
H 21.53500 26.50100 33.66700
H 19.12500 24.68700 33.72800
H 18.51900 24.42900 35.29000
H 21.53500 24.07200 34.18300
H 20.26900 22.96600 34.01800
H 20.83600 23.62200 35.53100
H 20.11700 27.94800 35.59500
H 21.03400 26.44800 36.09400
H 19.16700 27.37100 37.56200
H 18.87200 25.84200 36.86100
H 17.99000 27.16000 36.21600
C 22.72400 24.94000 24.96100
C 23.43100 23.57500 25.21600
N 24.94300 23.65800 24.91000
C 25.82000 24.58200 25.71100
C 25.40500 24.72500 26.99400
C 25.46900 22.31900 24.89900
C 25.66200 21.93900 23.41400
H 21.54600 24.95600 24.92200
H 22.90100 25.27100 24.14700
H 23.09800 25.62300 25.73700
H 22.99900 22.82200 24.54800
H 23.28200 23.28400 26.36200
H 25.55800 25.63200 25.16200
H 26.96200 24.52300 25.28500
H 24.50200 24.57400 27.49800
H 25.83500 25.77500 27.40000
H 25.97100 23.98900 27.50200
H 24.80600 21.56300 25.39200
H 26.35900 22.15900 25.26300
H 26.21400 20.85700 23.33400
H 26.52600 22.64500 23.11300
H 24.89700 22.03100 22.82000
Cl 22.02900 34.18100 31.34000
C 20.66300 33.54400 30.44000
C 20.78000 31.94800 30.22200
Cl 20.63600 30.92000 31.58400
H 20.70700 33.99400 29.47000
H 19.82800 33.76400 31.17000
H 21.86400 31.83700 29.59100
H 19.88100 31.68500 29.48700
Cl 22.82600 30.13900 25.15500
C 24.19900 29.66800 26.10500
C 23.90300 28.63000 27.19500
Cl 23.12900 29.25600 28.61100
H 24.73200 30.43700 26.62100
H 24.98300 29.29900 25.55000
H 24.97100 28.09300 27.72500
H 23.48000 27.69300 26.49500
Cl 18.14000 29.52300 27.15500
C 19.25100 28.65000 28.18300
C 19.41700 27.24300 27.72200
Cl 20.40500 27.27100 26.25400
H 18.83700 28.61600 29.30900
H 20.33800 29.18700 28.18300
H 18.56000 26.63400 27.27300
H 19.91700 26.54300 28.36900
Cl 14.13700 31.78600 27.56700
C 14.57000 30.08600 27.88300
C 15.21800 29.97500 29.21200
Cl 14.01300 30.15600 30.58800
H 15.36800 29.70500 27.23900
H 13.74500 29.43800 27.90600
H 16.08900 30.63800 29.19100
H 15.82400 29.05700 29.21300
Cl 20.60900 29.14900 21.11800
C 20.11800 28.76600 22.69800
C 19.27200 29.87800 23.31600
Cl 17.75100 30.30400 22.46400
H 21.07100 28.39400 23.22600
H 19.76200 27.82600 22.54200
H 19.82200 30.92900 23.54400
H 19.12200 29.69100 24.36700